DFT (the ωB97M-V functional and the def2-TZVPD basis) results for the molecule C4H6O.

Its SMILES is C=C=COC. The calculation puts the orbital gap at 10.109 eV. Its lowest unoccupied orbital energy is 1.063 eV.

Geometry (Å):
C -1.6332 1.0539 -0.7047
O -0.6366 0.8762 0.2789
C 1.6239 -1.6457 1.0599
C 1.1048 -0.6545 0.3891
C 0.5452 0.3724 -0.1994
H -1.8114 0.1288 -1.2683
H -1.3718 1.8581 -1.4072
H -2.5430 1.3278 -0.1668
H 2.2249 -1.4677 1.9492
H 1.4560 -2.6808 0.7701
H 1.0011 0.8930 -1.0454

---

DFT (the ωB97M-V functional and the def2-TZVPD basis) results for a cluster of 2 separate species, C3H8NS2 in total at a distorted geometry.

The calculation puts the orbital gap (alpha / beta) at 7.699 / 7.700 eV. Its lowest unoccupied orbital energy (alpha / beta) is -5.230 / -5.229 eV. As for the charge: +1.

Geometry (Å):
C -0.5154 -0.9837 -0.2162
C 2.4876 0.6144 1.5953
C -0.6084 -0.8609 2.0925
N -0.5327 -0.2571 0.8166
S 2.3274 -1.6693 -0.3608
S 2.3839 -1.0608 1.4794
H -0.4466 -2.0438 0.0950
H -0.7255 -0.6718 -1.2295
H 2.5278 1.0060 2.5547
H 2.5736 1.2902 0.7751
H 0.2459 -0.5593 2.7114
H -1.4216 -0.4096 2.5713
H -0.6904 -1.9459 2.2094
H -0.6833 0.7737 0.6915

---

DFT (the ωB97M-V functional and the def2-TZVPD basis) results for the ion C8H12NO with charge +1 at a distorted geometry.

Its SMILES is C=C(C)[N@@+]1(C)C=CC=CO1. The calculation puts the orbital gap at 9.691 eV. Its lowest unoccupied orbital energy is -3.781 eV. As for the charge: +1.

Geometry (Å):
C -1.4617 0.1996 -1.6047
C -1.8910 1.4535 -0.9838
C -0.2220 -0.2665 -1.3796
C -0.9982 2.0849 -0.2592
C 0.1573 0.0813 2.1414
C 0.1632 -0.5344 1.0073
C -0.0525 -1.9857 0.7051
C 2.0352 0.0569 -0.3846
N 0.5755 0.2875 -0.2082
O 0.3454 1.6111 -0.0780
H -1.9516 -0.1130 -2.4265
H -2.8406 1.8445 -1.2125
H 0.0913 -1.1838 -1.9410
H -1.1805 2.9482 0.4500
H 0.2914 1.1054 2.5064
H -0.0061 -0.6906 2.9015
H -0.7193 -2.1967 -0.1990
H -0.4877 -2.3941 1.5331
H 1.0433 -2.4096 0.5792
H 2.6124 0.9369 -0.1335
H 2.2170 -0.6721 0.3415
H 2.2792 -0.1633 -1.3548

---

DFT (the ωB97M-V functional and the def2-TZVPD basis) results for a cluster of 2 separate species, C6H11N2 in total at a distorted geometry.

The calculation puts the orbital gap (alpha / beta) at 6.867 / 6.867 eV. Its lowest unoccupied orbital energy (alpha / beta) is -5.933 / -5.934 eV. As for the charge: +1.

Geometry (Å):
C 1.7266 -2.7347 1.3679
C 2.5031 -2.6265 2.4226
C -1.3691 0.5686 -2.1952
C -0.8020 1.9722 -1.5981
C -0.6027 1.3095 0.6819
C -0.9484 -0.1089 0.0406
N -1.3156 -0.2252 -1.0758
N -1.1337 2.1875 -0.2517
H 0.7146 -3.3229 1.3450
H 2.0377 -2.2271 0.4699
H 2.1718 -3.0902 3.3910
H 3.5108 -2.2861 2.3984
H -2.3879 0.5753 -2.3901
H -0.7394 0.2816 -3.0193
H 0.2858 1.8518 -1.5770
H -1.2178 2.7982 -2.1930
H -0.8255 1.3770 1.7349
H 0.4845 1.1852 0.6080
H -2.0930 2.5144 -0.1600

---

DFT (the ωB97M-V functional and the def2-TZVPD basis) results for a cluster of 2 separate species, C4H13N3O in total at a distorted geometry.

The calculation puts the orbital gap at 7.079 eV. Its lowest unoccupied orbital energy is 0.880 eV.

Geometry (Å):
C -1.3311 -0.8136 -0.0537
C 1.4393 0.9173 0.2516
C 1.2810 -0.4147 -0.2767
C -1.2179 -0.8779 1.4438
N -1.7595 0.2996 -0.5962
N -1.4405 -2.0418 -0.6786
N 0.2990 1.9167 -0.3131
O 2.6561 1.6709 -0.0158
H 3.2205 1.0625 -0.5088
H 1.2841 0.9664 1.3320
H -1.9610 0.1869 -1.5883
H -0.6846 1.3543 -0.3643
H -0.8717 -2.7708 -0.2759
H -1.3631 -2.0209 -1.6849
H 0.6064 2.1318 -1.2596
H 0.2557 2.8037 0.1825
H 1.7736 -1.1895 0.3038
H 1.4289 -0.5051 -1.3558
H -0.9565 0.0960 1.8462
H -0.4669 -1.5996 1.7592
H -2.1917 -1.1722 1.8524

---

DFT (the ωB97M-V functional and the def2-TZVPD basis) results for a cluster of 9 separate species, C49H124N8O16 in total at a distorted geometry.

Its SMILES is COC[C@H](C)N.COCCNCCOC.COCCNCCOC.COCCNCCOC.COCCNCCOC.COCCNCCOC.COCCNCCOC.COCCNCCOC.CC(C)O. The calculation puts the orbital gap at 8.609 eV. Its lowest unoccupied orbital energy is 0.327 eV.

Geometry (Å):
C -16.3969 9.8068 22.5969
C -17.8756 9.8611 22.7798
C -18.6773 10.5004 21.6683
O -18.3083 8.5307 22.8244
H -16.0406 10.8282 22.7308
H -16.1048 9.4976 21.5933
H -15.8880 9.1729 23.3231
H -18.1329 10.1358 23.8028
H -19.7109 10.6669 21.9718
H -18.9440 9.7751 20.8996
H -18.1699 11.4093 21.3453
H -17.7340 8.0045 23.3856
C -11.6704 0.7143 12.9783
O -12.5612 0.8119 14.0806
C -12.0252 0.3710 15.3338
C -13.1273 -0.2496 16.1629
N -13.7131 0.8142 16.8732
C -14.8524 0.3702 17.7169
C -15.4064 1.5385 18.4184
O -15.6050 2.7389 17.6315
C -15.7175 3.9569 18.3442
H -11.8806 1.1732 12.0123
H -11.4444 -0.3247 12.7383
H -10.7719 1.2420 13.2980
H -11.4824 1.2345 15.7183
H -11.3301 -0.4634 15.2402
H -12.6832 -0.9525 16.8677
H -13.7344 -0.7590 15.4145
H -14.0297 1.3934 16.1088
H -14.6213 -0.2372 18.5919
H -15.6801 -0.0143 17.1209
H -14.7340 1.5850 19.2750
H -16.3883 1.3800 18.8645
H -15.8673 4.7668 17.6302
H -14.8597 4.2388 18.9549
H -16.5804 3.9920 19.0091
C -15.2469 -5.4087 7.0615
O -15.1849 -5.7544 8.3451
C -15.2538 -4.7570 9.3570
C -16.6076 -4.1357 9.5938
N -16.7520 -2.7078 9.3446
C -16.0620 -1.9609 10.4111
C -16.6731 -0.5847 10.5582
O -17.9809 -0.6201 11.1749
C -17.9308 -0.8750 12.6078
H -15.1970 -6.2989 6.4345
H -14.4298 -4.7117 6.8750
H -16.1615 -4.9347 6.7054
H -14.4371 -4.0360 9.3202
H -15.0460 -5.3632 10.2387
H -16.9377 -4.2358 10.6278
H -17.3725 -4.7079 9.0687
H -17.7497 -2.5809 9.4365
H -14.9907 -1.7777 10.3286
H -16.2089 -2.5123 11.3398
H -16.7788 -0.1961 9.5453
H -15.8906 0.0080 11.0319
H -17.3600 -0.1560 13.1953
H -17.4922 -1.8382 12.8685
H -18.9604 -0.7960 12.9565
C -17.0574 12.7782 13.9201
O -17.3466 11.3519 13.6303
C -18.1158 10.8018 14.6907
C -18.6207 9.4365 14.1795
N -19.8616 9.5412 13.4399
C -21.1118 9.5482 14.2576
C -22.3507 9.6474 13.3323
O -22.5015 8.7511 12.3647
C -22.9088 7.3325 12.6549
H -17.9144 13.3907 14.2003
H -16.7345 13.2083 12.9721
H -16.3022 12.8253 14.7047
H -18.8792 11.4977 15.0386
H -17.4952 10.5376 15.5470
H -18.7007 8.6960 14.9753
H -17.8977 8.9955 13.4933
H -19.8728 8.8469 12.7065
H -21.0327 10.3849 14.9517
H -21.1861 8.6321 14.8436
H -22.1176 10.5785 12.8157
H -23.2458 9.9080 13.8971
H -23.5886 7.4916 13.4919
H -22.0856 6.8647 13.1948
H -23.2822 6.8068 11.7760
C -21.2524 -2.3927 18.8508
O -20.9650 -3.8255 19.0053
C -22.0745 -4.6840 19.1964
C -21.7219 -6.2232 19.2606
N -20.6032 -6.3168 20.1154
C -20.6029 -7.5376 20.8725
C -20.2629 -8.6260 19.8906
O -18.8892 -8.9189 19.9202
C -18.4082 -10.0286 20.7058
H -20.4185 -1.6969 18.7581
H -22.0239 -2.2057 19.5977
H -21.7838 -2.3368 17.9007
H -22.8567 -4.6191 18.4401
H -22.4935 -4.2195 20.0890
H -21.6015 -6.5448 18.2261
H -22.6775 -6.6704 19.5343
H -20.3351 -5.4121 20.4757
H -21.5741 -7.6640 21.3509
H -19.8553 -7.4724 21.6630
H -20.4673 -8.4412 18.8360
H -20.6986 -9.5419 20.2898
H -18.7016 -9.9703 21.7540
H -17.3289 -9.8770 20.6909
H -18.6912 -10.9170 20.1412
C -17.2244 -5.7080 16.7940
O -15.8416 -5.7189 16.6294
C -14.9231 -6.2741 17.5659
C -15.0587 -5.6911 19.0366
N -15.2088 -6.7509 20.0944
C -14.9426 -6.1412 21.3165
C -15.0820 -7.0754 22.5066
O -14.8553 -6.1707 23.6912
C -15.3691 -6.8576 24.8142
H -17.6227 -5.2489 15.8892
H -17.5730 -5.0900 17.6215
H -17.5221 -6.7189 17.0724
H -13.8838 -6.0718 17.3067
H -15.1397 -7.3422 17.5839
H -15.8814 -4.9826 19.1330
H -14.1696 -5.1017 19.2605
H -16.0730 -7.2715 20.0459
H -15.5910 -5.2854 21.5042
H -13.9074 -5.8108 21.2315
H -14.3183 -7.8513 22.4543
H -16.0642 -7.5477 22.5249
H -16.4449 -7.0121 24.7310
H -15.2833 -6.0684 25.5612
H -14.7465 -7.6894 25.1435
C -10.7320 10.8951 11.8036
O -10.8774 9.5160 12.0342
C -12.2185 9.2115 12.5576
C -12.3628 7.7379 12.9021
N -12.0538 6.7854 11.8491
C -12.7803 6.8619 10.5763
C -14.3132 6.6694 10.7026
O -15.0701 7.0937 9.5472
C -15.3547 8.4832 9.5218
H -11.4744 11.3953 11.1816
H -9.7222 10.9816 11.4025
H -10.7191 11.4613 12.7349
H -12.8892 9.6385 11.8120
H -12.3960 9.7110 13.5100
H -13.3869 7.5730 13.2370
H -11.6683 7.6120 13.7327
H -11.0846 6.5124 11.7700
H -12.2808 6.1697 9.8985
H -12.5631 7.8564 10.1866
H -14.8519 7.0022 11.5898
H -14.4772 5.5946 10.7805
H -16.1944 8.7119 10.1781
H -15.7722 8.7228 8.5438
H -14.5483 9.2148 9.5733
C -8.5887 -5.7095 4.8310
O -8.3628 -4.2676 5.1795
C -8.3728 -4.0630 6.5926
C -7.9377 -2.6254 6.9223
N -6.6017 -2.2911 7.3644
C -6.5337 -0.8661 7.7005
C -5.2803 -0.4085 8.4656
O -4.1104 -1.1404 7.9587
C -3.7312 -0.9313 6.5882
H -7.6170 -6.1996 4.7702
H -8.9930 -5.8787 3.8330
H -9.2846 -6.2725 5.4531
H -7.7176 -4.8405 6.9856
H -9.3957 -4.2593 6.9138
H -8.5648 -2.3856 7.7810
H -8.2542 -1.9333 6.1420
H -5.9427 -2.5400 6.6406
H -7.3884 -0.4642 8.2446
H -6.6048 -0.4310 6.7036
H -5.4996 -0.9147 9.4057
H -5.2061 0.6746 8.5636
H -4.5429 -1.2488 5.9337
H -2.7906 -1.3877 6.2798
H -3.6179 0.1348 6.3915
C -12.8634 4.5834 26.7111
C -13.1296 5.0772 25.2610
C -12.7521 4.3214 24.0480
O -11.4137 3.9778 24.0585
C -10.8139 3.6432 22.8619
N -14.6024 5.2759 25.2445
H -11.7862 4.4720 26.8351
H -13.1300 3.5379 26.8663
H -13.2908 5.2592 27.4518
H -12.5705 6.0126 25.2407
H -13.0505 4.8670 23.1528
H -13.2829 3.3828 23.8892
H -11.2917 2.9006 22.2229
H -9.8732 3.1274 23.0547
H -10.6182 4.4754 22.1857
H -15.1123 4.4061 25.3042
H -14.9878 5.6432 26.1028

---

What did we get for DFT total energy? Answer: -231.15790, -969.88877, -441.59338, -344.32877, -399.61822, -3582.51844 hartree, in the order shown.